No. 1
C6H9N | ωB97M-V/def2-TZVPD

```
16
Properties=species:S:1:pos:R:3:forces:R:3:lowdin_charge:R:1
H -1.09606 -1.54103 -1.03869 0.20 -0.02 0.04 0.112
C 0.26148 -0.52930 0.37351 -0.28 0.20 -0.06 -0.511
H -1.76719 0.00622 1.13882 0.27 0.13 0.04 0.114
N 1.38307 -1.22808 0.90806 0.60 -1.00 -0.24 0.069
C 0.17743 0.97244 0.55840 0.52 0.22 0.11 -0.203
H 0.56598 -1.26885 -1.62668 -0.31 0.09 0.04 0.111
H 2.18273 -1.10220 0.27931 -0.25 -0.16 0.34 0.084
C -0.68650 0.53416 -1.57671 0.38 -0.78 0.41 -0.080
C -0.69952 0.04947 1.36274 -0.47 -0.29 0.21 -0.044
H -1.16899 0.68123 -2.52837 -0.01 -0.03 -0.16 0.092
H -0.42769 -0.10388 2.40878 -0.08 0.10 -0.35 0.107
C -0.39203 1.49270 -0.71062 -0.16 0.58 0.08 -0.076
H 0.96780 1.51461 1.08688 -0.31 -0.21 -0.22 0.140
C -0.25610 -0.83461 -1.03157 -0.21 0.35 -0.34 -0.113
H -0.56852 2.54995 -0.89151 -0.01 -0.13 0.10 0.103
H 1.20191 -2.24869 0.96055 0.13 0.96 -0.01 0.094
```
Forces are in eV/Å.

Results
SMILES string ... N[C@]12CC=C[C@H]1C2
HOMO ... -8.81 eV

***

No. 2
C6H9N | ωB97M-V/def2-TZVPD

```
16
Properties=species:S:1:pos:R:3:forces:R:3:lowdin_charge:R:1
H 0.13315 2.20960 0.74796 0.30 -1.44 -2.07 0.144
C 0.27084 1.33845 -0.06154 -4.66 3.94 -0.19 -0.119
H -1.14278 -1.74283 -0.27648 4.00 0.05 1.22 0.143
C 1.07882 -0.78274 -0.55913 -1.24 0.98 -0.30 -0.161
C -0.86350 0.23389 0.26079 -3.16 -1.10 -3.34 -0.251
H 0.06186 1.72409 -1.16645 0.97 -0.73 2.42 0.159
H -2.80409 1.02467 -0.59084 1.29 -2.81 1.02 0.111
H -2.58221 -0.89681 0.02123 -0.97 -0.49 -0.44 0.023
H 0.00884 -1.53860 1.30670 -0.11 0.08 -1.28 0.117
H 1.16764 0.43846 1.31033 0.16 -1.37 4.01 0.108
C -2.17149 0.04815 -0.23053 1.98 5.88 1.18 0.011
H 2.75245 -0.85571 0.36306 0.49 2.69 -1.00 0.147
C 1.30549 0.43889 0.31973 1.47 0.72 -3.42 -0.515
N 2.49188 0.03311 -0.25380 -0.02 -4.97 0.21 0.161
C -0.16161 -1.17141 0.24310 -2.56 -1.91 2.45 -0.198
H 0.45471 -0.50122 -1.43413 2.06 0.47 -0.46 0.121
```
Forces are in eV/Å.

Results
SMILES string ... C=C1C[C@@H]2N[C@H]2C1
HOMO ... -8.64 eV

***

No. 3
C6H9N | ωB97M-V/def2-TZVPD

```
16
Properties=species:S:1:pos:R:3:forces:R:3:lowdin_charge:R:1
N -0.79866 0.14454 -1.47945 0.02 -0.03 -0.04 0.044
H 0.74833 -2.30244 -1.10937 0.02 0.12 0.01 0.078
H 1.92039 -1.39169 -0.15651 -0.11 0.03 -0.09 0.072
C 1.17569 -1.30505 -0.95180 0.07 -0.03 0.03 -0.030
H 1.52712 0.81036 1.94379 -0.15 -0.07 -0.04 0.077
H -2.46067 1.49363 -1.43359 0.15 -0.07 0.11 0.104
C -1.65097 1.03517 -0.88200 -0.06 0.03 0.00 -0.134
C -1.25958 1.16474 0.42410 -0.04 0.04 0.03 -0.065
H -1.73120 1.78805 1.17391 0.07 -0.08 -0.14 0.099
C 0.64287 0.16091 1.90481 0.08 -0.03 0.16 -0.059
C 0.13494 -0.29923 -0.57473 0.00 0.01 0.06 -0.294
H 0.99198 -0.86794 2.05514 -0.09 0.17 -0.07 0.071
C -0.12647 0.32126 0.62580 0.07 -0.07 -0.05 -0.261
H 1.71123 -1.02431 -1.86638 -0.09 0.00 0.11 0.076
H -0.84278 -0.14656 -2.44057 -0.02 0.03 0.08 0.149
H 0.01778 0.41856 2.76685 0.08 -0.05 -0.15 0.073
```
Forces are in eV/Å.

Results
SMILES string ... Cc1cc[nH]c1C
HOMO ... -7.80 eV

***

No. 4
C6H9N | ωB97M-V/def2-TZVPD

```
16
Properties=species:S:1:pos:R:3:forces:R:3:lowdin_charge:R:1
H 0.54150 2.31267 1.23075 0.02 0.08 0.08 0.078
H 0.24444 2.23807 -0.50854 -0.01 0.09 -0.05 0.080
H 0.36119 -1.38863 1.80853 -0.01 -0.09 0.06 0.080
C -0.32670 -0.41652 -0.63474 0.34 -0.05 -0.10 -0.077
C 0.07495 -0.33918 1.80197 0.18 -0.01 -0.18 -0.071
C 0.40563 0.30092 0.45108 -0.07 0.08 0.13 -0.436
H 1.48405 0.22341 0.27535 -0.08 -0.03 -0.04 0.135
C 0.25942 -1.04597 -1.65225 0.39 0.43 0.65 -0.100
C 0.00677 1.77907 0.44865 0.18 -0.15 -0.09 -0.071
H -1.06120 1.88494 0.62662 -0.13 0.04 0.03 0.081
H 1.33620 -1.07940 -1.76176 0.05 0.06 0.10 0.114
H -1.40708 -0.40639 -0.56161 -0.15 -0.04 -0.05 0.132
C -0.47324 -1.70990 -2.65378 -0.44 -0.30 -0.45 -0.250
H -0.99182 -0.27099 2.00394 -0.13 0.00 0.05 0.081
N -1.06451 -2.25280 -3.47346 -0.15 -0.16 -0.25 0.145
H 0.61039 0.17072 2.59925 0.02 0.04 0.11 0.078
```
Forces are in eV/Å.

Results
SMILES string ... CC(C)/C=C/C#N
HOMO ... -10.05 eV

***

No. 5
C6H9N | ωB97M-V/def2-TZVPD

```
16
Properties=species:S:1:pos:R:3:forces:R:3:lowdin_charge:R:1
H 1.41535 -0.83609 -1.06310 -0.11 -0.09 0.23 0.148
C 0.21646 1.06358 -0.94229 -0.01 0.19 0.02 -0.180
C -0.73288 -1.90288 0.17584 -0.04 -0.23 0.02 -0.084
C 0.87401 -0.18068 -0.38865 0.25 -0.19 -0.01 -0.286
H 2.57412 1.18630 -0.40745 -0.35 0.32 -0.81 0.097
N 0.07676 -0.77758 0.64533 -0.07 0.19 0.08 -0.151
C -0.80453 0.28951 0.99075 -0.34 0.15 -0.04 -0.130
C 1.53049 1.12840 -0.11243 0.02 0.14 -0.10 -0.055
H -1.34768 -2.25778 1.00810 0.07 -0.01 -0.13 0.084
H -1.40760 -1.60794 -0.64630 0.15 -0.03 0.10 0.093
C -0.88706 1.24523 0.05290 0.15 0.09 0.19 -0.058
H 1.33819 1.70112 0.78333 0.16 -0.47 0.31 0.098
H -1.55111 2.10045 0.09785 0.17 -0.03 0.01 0.101
H -1.28090 0.25358 1.96336 -0.34 -0.09 -0.28 0.116
H 0.08239 1.31924 -1.99354 0.27 -0.04 0.30 0.123
H -0.09600 -2.72446 -0.16370 0.01 0.11 0.10 0.082
```
Forces are in eV/Å.

Results
SMILES string ... CN1C=C[C@H]2C[C@H]21
HOMO ... -8.47 eV

***

No. 6
C6H9N | ωB97M-V/def2-TZVPD

```
16
Properties=species:S:1:pos:R:3:forces:R:3:lowdin_charge:R:1
H 1.14130 -1.43282 1.64581 -0.03 0.06 -0.10 0.133
H -0.54085 -2.77774 0.45328 0.12 0.05 -0.12 0.079
C -0.61023 -0.14939 1.12156 0.34 0.30 -0.57 -0.019
H 1.16387 1.59943 -1.04424 -0.07 -0.08 0.14 0.162
H 2.48992 -0.37034 -0.49762 -0.21 0.11 0.08 0.136
C 0.08638 -2.10851 -0.13788 -0.02 -0.12 -0.20 -0.078
H -1.05437 3.03288 0.08756 -0.03 -0.18 0.00 0.066
C -0.45783 0.93113 0.31297 -0.10 0.00 0.02 -0.374
C 1.51299 -0.15236 -0.07085 -0.38 0.01 -0.08 -0.039
C 0.61984 -0.98717 0.79311 0.14 0.08 0.20 -0.392
H -2.33087 1.84519 0.45215 0.10 0.13 -0.09 0.073
H -1.65445 1.93664 -1.18104 0.05 0.04 0.22 0.071
C -1.40985 2.01190 -0.10985 0.01 -0.06 0.10 -0.085
H 0.88155 -2.66766 -0.64463 -0.09 -0.02 0.24 0.072
H -0.54756 -1.64109 -0.89915 0.07 -0.15 0.08 0.083
N 0.83638 0.90645 -0.37562 0.10 -0.18 0.08 0.113
```
Forces are in eV/Å.

Results
HOMO ... -7.29 eV

***

No. 7
C6H9N | ωB97M-V/def2-TZVPD

```
16
Properties=species:S:1:pos:R:3:forces:R:3:lowdin_charge:R:1
H -2.12817 0.88355 -0.27876 -0.15 0.10 0.27 0.068
H 1.15580 2.26855 0.41137 -0.09 -0.16 -0.16 0.147
N 1.06399 1.26459 0.42292 0.12 0.15 -0.43 0.017
C -0.14897 0.63176 0.64940 0.08 -0.09 -0.35 -0.286
C 0.07605 -0.71841 0.39036 -0.02 -0.02 -0.13 -0.280
H -1.23786 2.42437 -0.00552 -0.19 -0.17 0.07 0.071
H -1.81036 -1.59424 -0.23256 0.17 0.04 0.08 0.076
H -0.68877 1.24704 -1.22269 -0.37 0.26 0.07 0.094
C 1.36812 -0.83745 -0.17900 -0.09 -0.03 -0.14 -0.045
C -1.15148 1.35464 -0.22154 -0.41 0.05 0.12 -0.052
C 1.90356 0.43286 -0.22769 0.14 -0.06 0.04 -0.117
H -0.52546 -2.75939 0.11664 -0.05 0.13 0.01 0.074
H -1.35681 -1.93535 1.43615 0.03 0.01 -0.10 0.077
H 1.77453 -1.72856 -0.64061 0.07 0.11 0.21 0.100
H 2.66291 0.86970 -0.84584 0.84 -0.25 0.42 0.107
C -0.95709 -1.80365 0.42737 -0.05 -0.08 0.03 -0.050
```
Forces are in eV/Å.

Results
SMILES string ... Cc1cc[nH]c1C
HOMO ... -7.64 eV

***

No. 8
C6H9N | ωB97M-V/def2-TZVPD

```
16
Properties=species:S:1:pos:R:3:forces:R:3:lowdin_charge:R:1
H -2.38603 0.91034 -0.49081 -0.22 -0.01 0.41 0.097
C 0.59130 -0.35820 -0.03864 0.01 0.42 -0.05 -0.301
H 2.28381 -0.39023 1.27279 0.13 -0.10 0.04 0.079
H 0.93244 2.62262 -0.29909 0.02 -0.16 0.05 0.073
C -1.54736 0.28597 -0.22946 -0.10 0.25 -0.37 -0.067
H 0.09916 -2.35166 0.20922 -0.12 -0.03 -0.35 0.148
H -0.62345 2.79169 0.47265 0.01 -0.13 0.00 0.072
C 0.23010 2.11614 0.37272 -0.11 0.43 -0.62 -0.056
C -0.20598 0.75821 -0.09414 0.18 -0.42 0.65 -0.256
H 2.63494 0.27197 -0.31912 -0.02 -0.03 -0.08 0.078
H 2.35610 -1.47584 -0.14422 0.39 0.00 0.09 0.073
H -2.31966 -1.81162 -0.26835 0.00 0.10 -0.11 0.102
C -1.53223 -1.07803 -0.20856 0.22 -0.08 -0.33 -0.130
H 0.69752 2.04199 1.35333 0.08 0.03 0.06 0.075
N -0.21164 -1.46729 -0.16570 0.13 -0.17 0.62 0.040
C 2.06323 -0.48863 0.20844 -0.59 -0.10 0.00 -0.025
```
Forces are in eV/Å.

Results
SMILES string ... Cc1cc[nH]c1C
HOMO ... -7.82 eV

***

No. 9
C6H9N | ωB97M-V/def2-TZVPD

```
16
Properties=species:S:1:pos:R:3:forces:R:3:lowdin_charge:R:1
C -1.53269 -0.94717 0.59662 -0.03 0.03 -0.10 -0.041
N 0.65077 -0.60411 -0.06989 0.08 -0.08 -0.04 -0.124
H 2.50394 -0.33306 -0.96258 -0.06 0.07 0.17 0.083
H 0.00958 -0.09090 2.02703 0.00 0.01 -0.15 0.135
H -2.14000 -1.56189 1.25116 0.09 0.17 -0.11 0.098
C 1.99090 -0.04036 -0.03902 0.14 0.05 0.04 -0.113
H 0.33698 1.85426 0.18426 -0.25 -0.06 0.02 0.083
H -0.04856 0.33010 -1.99726 -0.01 -0.05 0.17 0.136
C -0.34564 0.09757 -0.97159 0.02 0.08 -0.35 -0.248
H 2.53044 -0.49362 0.80053 -0.05 0.09 -0.15 0.083
H -1.45213 1.74918 0.20678 0.06 -0.26 -0.03 0.107
H -2.17533 -1.28258 -1.47653 0.05 0.12 0.10 0.098
C -0.52148 1.17797 0.13241 -0.04 0.16 -0.01 -0.076
H 2.06035 1.05842 0.06207 0.02 -0.27 -0.03 0.071
C -1.55053 -0.81084 -0.72888 -0.05 0.00 0.13 -0.042
C -0.31658 -0.10297 0.98490 0.03 -0.05 0.36 -0.248
```
Forces are in eV/Å.

Results
HOMO ... -8.55 eV

***

No. 10
C6H9N | ωB97M-V/def2-TZVPD

```
16
Properties=species:S:1:pos:R:3:forces:R:3:lowdin_charge:R:1
H -2.07473 1.53032 -0.38541 0.11 -0.04 -0.05 0.121
H -1.97052 -1.47309 1.48671 -0.05 0.07 -0.15 0.091
H -0.56659 2.37008 0.11956 -0.15 -0.15 0.14 0.101
C 2.00247 -0.55410 -0.16426 0.20 -0.12 -0.09 -0.130
H 1.59003 -1.57274 -0.04502 0.06 0.15 0.01 0.075
C -0.97313 -0.89654 -0.36062 0.07 0.06 0.20 -0.024
H 2.39148 -0.45864 -1.18329 0.03 -0.13 0.08 0.081
H -0.00771 0.50747 -1.77246 -0.10 0.04 0.24 0.139
C -1.51784 -0.70744 0.86487 -0.13 0.04 0.02 -0.139
H -0.99508 -1.80961 -0.95494 0.18 0.13 0.20 0.109
C -1.08168 1.40768 0.05927 -0.03 0.13 0.16 -0.186
N 1.04663 0.50379 0.05718 0.05 -0.03 0.06 -0.107
H 0.77865 0.55661 1.05016 0.45 -0.02 -0.43 0.082
C -1.21385 0.63091 1.34729 -0.61 -0.05 -0.19 0.046
H 2.83555 -0.43019 0.53292 -0.06 -0.06 -0.15 0.082
C -0.20957 0.36416 -0.70142 -0.02 -0.03 -0.06 -0.340
```
Forces are in eV/Å.

Results
HOMO (alpha / beta) ... -8.36 / -8.36 eV